# 1
DFT (wB97M-V/def2-TZVPD) results for C4H6N2O2 in the gas phase.

Strongest force on any atom = 3.9 eV Å⁻¹
Energy above the lowest of the compared OMol25 structures with the same formula, charge and spin = 568.7 kJ/mol
Calculated total energy = -415.82400 hartree
HOMO level = -9.369 eV
E_LUMO = 0.8 eV
SMILES = O=NN1CC=CCO1

```
14
Properties=species:S:1:pos:R:3:forces:R:3
O -2.7595 -0.0757 -0.6557 0.26 0.33 0.48
N -1.9983 -0.8545 -0.1529 1.52 -0.26 0.68
N -0.9877 -0.3127 0.6447 -2.66 0.78 -0.65
C -0.6578 1.1257 0.6360 2.66 -2.68 -1.15
C 0.6760 1.1181 -0.1550 1.95 2.31 -0.36
C 1.2776 0.0399 -0.6992 -0.18 -0.39 0.46
C 0.8615 -1.3459 -0.2027 0.10 0.54 0.00
O 0.0374 -1.1499 0.9392 -0.45 -0.42 0.88
H -1.4271 1.6450 0.1476 -0.99 0.64 -0.86
H -0.5638 1.4819 1.6327 0.25 0.30 0.89
H 1.2881 2.1206 -0.1993 -1.60 -1.80 -0.24
H 2.2162 0.0245 -1.3160 -1.08 0.59 0.76
H 0.2585 -2.0122 -0.8417 0.85 0.22 -0.35
H 1.7791 -1.8048 0.2221 -0.63 -0.15 -0.54
```
Positions in Å, forces in eV/Å.

# 2
DFT (wB97M-V/def2-TZVPD) results for a gas-phase ion, C4H13BN (charge +1).

Charge = +1
Strongest force on any atom = 3.2 eV Å⁻¹
Energy above the lowest of the compared OMol25 structures with the same formula, charge and spin = 0.5 kJ/mol
Calculated total energy = -239.49426 hartree
HOMO level = -14.921 eV
E_LUMO = -3.7 eV
SMILES = CCBCC[NH3+]

```
19
Properties=species:S:1:pos:R:3:forces:R:3
C 2.4718 0.4582 -0.3025 0.18 -1.79 -2.29
C 1.3171 -0.1180 0.5372 -0.15 -0.58 -0.99
B 0.4077 -1.1889 -0.2117 -0.30 0.20 -0.16
C -1.1848 -1.2231 -0.0121 -0.44 -0.62 0.10
C -1.7951 0.0313 0.6235 -1.62 -2.69 -0.48
N -1.4637 1.1687 -0.3015 2.58 -0.14 0.63
H 2.8988 1.1819 0.2745 1.59 1.99 1.51
H 2.1748 0.9705 -1.2202 -0.26 -0.13 -0.09
H 3.3153 -0.2687 -0.6355 -1.75 0.88 0.83
H 0.7691 0.6842 1.0987 0.51 -0.61 -0.27
H 1.9058 -0.6588 1.2660 -0.32 -0.48 0.84
H 0.8007 -1.8144 -1.1815 0.15 0.10 0.83
H -1.5739 -1.2204 -1.0399 -0.02 -0.10 -0.24
H -1.7527 -2.1450 0.3568 1.34 0.98 -0.14
H -2.8882 -0.2853 0.8534 1.32 1.80 -1.12
H -1.4095 0.2639 1.5530 1.02 0.51 1.87
H -1.2208 0.7568 -1.1988 -0.23 -0.02 -0.38
H -0.5100 1.6748 -0.0211 -2.83 -0.91 -0.34
H -2.2626 1.7323 -0.4383 -0.77 1.59 -0.11
```
Positions in Å, forces in eV/Å.

# 3
DFT (wB97M-V/def2-TZVPD) results for a molecular structure, C3H3BrCl2.

Strongest force on any atom = 3.1 eV Å⁻¹
Energy above the lowest of the compared OMol25 structures with the same formula, charge and spin = 483.6 kJ/mol
Calculated total energy = -3610.28778 hartree
HOMO level (alpha / beta) = -9.052 / -10.172 eV
E_LUMO (alpha / beta) = -0.2 / -1.1 eV

```
9
Properties=species:S:1:pos:R:3:forces:R:3
C 1.0752 0.1298 0.0439 -0.72 2.99 0.28
C -0.3335 0.1706 0.5875 0.12 -0.76 -1.48
C -0.0086 -0.6643 -0.6187 -0.71 0.12 0.39
Cl -1.0721 -0.2821 2.0503 0.48 -0.01 -0.38
Cl -0.0423 -2.4077 -0.5598 0.23 -0.18 0.56
Br -0.6012 -0.1572 -2.3827 0.03 0.48 0.14
H 1.3425 1.1409 -0.4809 -0.12 -2.16 0.93
H 1.7631 -0.2722 0.7666 0.60 -0.44 -0.37
H -2.1232 2.3421 0.5938 0.10 -0.06 -0.08
```
Positions in Å, forces in eV/Å.

# 4
DFT (wB97M-V/def2-TZVPD) results for H6N4OS in the gas phase.

Strongest force on any atom = 3.3 eV Å⁻¹
Energy above the lowest of the compared OMol25 structures with the same formula, charge and spin = 155.0 kJ/mol
Calculated total energy = -695.82864 hartree
HOMO level = -8.591 eV
E_LUMO = 0.3 eV

```
12
Properties=species:S:1:pos:R:3:forces:R:3
N -1.1212 0.9522 0.2096 0.57 -0.42 0.48
N 1.6362 1.2216 -0.0747 -1.17 -0.83 -2.41
N 0.1970 -1.8806 -0.4244 -1.54 2.01 2.08
N 1.1151 0.3229 0.8930 0.81 -0.09 1.86
O -2.4615 0.6980 -0.1212 -0.10 -1.25 -1.64
S -0.4002 -0.3454 0.8484 0.95 -0.72 -2.02
H 1.9829 0.5808 -0.8419 -0.16 0.96 0.66
H 0.7653 1.5987 -0.5220 0.90 0.25 0.56
H -0.6812 -2.4356 -0.2234 1.17 0.70 -1.60
H 0.2678 -1.3058 -1.2937 -0.96 -1.27 0.44
H 1.8419 -0.3747 1.0641 -0.78 0.06 0.31
H -3.1422 0.9677 0.4863 0.32 0.61 1.28
```
Positions in Å, forces in eV/Å.

# 5
DFT (wB97M-V/def2-TZVPD) results for a molecular structure, C34H30AsCaNO5.

Strongest force on any atom = 2.3 eV Å⁻¹
Calculated total energy = -4658.14971 hartree
HOMO level = -8.912 eV
E_LUMO = 0.3 eV

```
72
Properties=species:S:1:pos:R:3:forces:R:3
Ca -0.5647 -0.6620 1.0633 -1.91 -1.22 -0.16
O -0.0714 0.7963 4.9806 -0.03 -0.02 -0.08
C 0.0153 0.3456 3.8527 -0.18 -0.03 -0.64
O -0.8042 0.4703 2.8496 0.59 0.57 1.96
C 1.2649 -0.5004 3.4925 -0.22 -0.19 -0.48
C 2.3435 -0.7637 4.3113 0.29 -0.07 0.06
C 3.3846 -1.5280 3.7819 0.04 -0.03 -0.01
C 3.3432 -2.0090 2.4712 0.21 -0.01 0.29
C 2.2247 -1.7169 1.7199 -0.48 0.22 0.05
N 1.2373 -0.9970 2.2545 1.26 -0.13 0.75
C 1.9677 -2.1243 0.2482 -0.38 0.38 -0.07
O 2.7864 -2.8362 -0.3142 -0.10 0.09 0.06
O 0.8739 -1.6148 -0.2246 1.66 -1.04 -0.34
H 2.3579 -0.3737 5.3210 0.03 -0.03 -0.04
H 4.2458 -1.7517 4.4019 -0.02 0.02 -0.03
H 4.1463 -2.5902 2.0355 -0.04 0.02 0.06
C -0.8985 -4.1582 3.1572 0.07 0.06 -0.07
C -1.5559 -3.4169 2.0211 -0.10 0.07 0.20
C -2.4302 -2.3581 2.2833 -0.21 -0.11 -0.12
C -3.0928 -1.6913 1.2493 -0.32 -0.22 0.13
C -4.0502 -0.5659 1.5640 0.15 -0.01 -0.04
C -2.8569 -2.1002 -0.0659 -0.01 0.00 0.17
C -1.9693 -3.1336 -0.3548 -0.03 0.02 -0.09
C -1.6557 -3.5208 -1.7756 0.06 0.06 0.03
C -1.3340 -3.7839 0.7000 0.08 -0.04 -0.03
H -1.5202 -4.9985 3.4717 -0.01 -0.01 0.00
H -0.7551 -3.5107 4.0230 0.00 0.01 -0.03
H 0.0726 -4.5573 2.8608 -0.02 0.02 0.00
H -2.6169 -2.0572 3.3072 0.07 0.06 0.03
H -4.2635 0.0259 0.6739 0.01 -0.01 0.00
H -3.6351 0.0976 2.3264 0.01 -0.04 -0.04
H -4.9931 -0.9624 1.9436 -0.02 -0.02 0.01
H -3.3596 -1.5835 -0.8738 0.04 0.05 -0.04
H -2.2581 -2.9493 -2.4840 0.00 -0.03 0.04
H -1.8469 -4.5818 -1.9459 0.01 0.02 0.02
H -0.5982 -3.3304 -1.9848 -0.07 0.01 0.04
H -0.6349 -4.5854 0.4814 0.01 0.06 0.00
O -1.2594 0.4599 -0.5519 0.19 1.47 -1.54
As -0.1018 1.4429 -1.2719 -0.68 0.15 -0.24
C -0.6799 3.2480 -1.0340 -0.17 0.12 0.12
C -2.0260 3.5054 -1.3037 0.21 0.33 0.16
C -2.5282 4.7831 -1.1051 0.10 0.02 0.01
C -1.6946 5.7959 -0.6331 -0.09 -0.04 -0.04
C -0.3598 5.5346 -0.3663 -0.01 0.04 -0.01
C 0.1501 4.2577 -0.5672 -0.02 0.07 -0.13
C 1.6905 1.3060 -0.6402 0.06 -0.01 0.30
C 1.9721 1.7878 0.6402 0.11 -0.21 -0.18
C 3.2480 1.6350 1.1615 0.03 0.00 -0.05
C 4.2269 1.0015 0.4086 0.01 -0.06 -0.09
C 3.9408 0.5192 -0.8667 0.00 0.03 0.05
C 2.6685 0.6676 -1.4005 0.05 0.10 0.31
C -0.1221 1.1317 -3.1451 0.04 -0.21 -0.08
C -0.8206 0.0288 -3.6166 0.08 0.03 -0.18
C -0.8689 -0.2106 -4.9843 0.03 0.06 -0.03
C -0.2194 0.6496 -5.8607 0.03 0.05 0.03
C 0.4845 1.7508 -5.3773 -0.05 -0.07 -0.04
C 0.5356 1.9954 -4.0128 -0.07 -0.13 -0.18
H -2.6742 2.7162 -1.6494 -0.08 -0.16 -0.04
H -3.5711 4.9910 -1.3123 0.05 -0.01 0.02
H -2.0907 6.7930 -0.4718 0.01 -0.10 -0.02
H 0.2883 6.3227 0.0012 -0.05 -0.07 -0.03
H 1.1928 4.0600 -0.3662 0.06 0.00 0.02
H 1.2015 2.2520 1.2388 -0.13 0.06 0.09
H 3.4698 1.9989 2.1561 0.00 -0.02 0.02
H 5.2184 0.8642 0.8257 -0.06 0.02 -0.05
H 4.7034 0.0019 -1.4370 -0.06 0.03 0.05
H 2.4369 0.2587 -2.3720 -0.05 -0.04 -0.09
H -1.3095 -0.6332 -2.9170 -0.04 -0.04 0.09
H -1.4105 -1.0686 -5.3647 0.03 0.04 0.02
H -0.2593 0.4626 -6.9285 0.01 0.02 0.09
H 0.9906 2.4171 -6.0656 -0.03 -0.04 0.03
H 1.0790 2.8504 -3.6339 0.03 0.08 0.03
```
Positions in Å, forces in eV/Å.

# 6
DFT (wB97M-V/def2-TZVPD) results for C2H3N3 in the gas phase.

Strongest force on any atom = 1.0 eV Å⁻¹
Energy above the lowest of the compared OMol25 structures with the same formula, charge and spin = 436.4 kJ/mol
Calculated total energy = -242.10647 hartree
HOMO level = -8.587 eV
E_LUMO = 0.9 eV

```
8
Properties=species:S:1:pos:R:3:forces:R:3
N -0.6644 0.9103 0.0769 0.32 0.47 -0.16
C -0.3994 -0.5632 0.1151 -0.08 0.11 0.18
N 0.5414 -0.9844 -0.9439 0.26 0.14 0.26
C 1.0305 -0.5992 0.1544 0.10 -0.97 -0.16
N 0.3238 1.6177 0.0391 -0.77 0.42 0.16
H -1.6172 1.2993 0.1112 -0.11 -0.21 -0.13
H -1.1624 -1.2478 0.4925 0.28 0.32 0.03
H 1.9405 -0.4245 0.7079 0.00 -0.28 -0.19
```
Positions in Å, forces in eV/Å.